120
Properties=species:S:1:pos:R:3:forces:R:3:mulliken_charge:R:1 method="wB97M-V/def2-TZVPD" e_above_lowest_kj_mol=167.2 s_squared=2.05 spin_multiplicity=3 charge=+1 total_energy_ha=-12182.6353 gap_ev="6.32 / 7.37"
Pd 0.07340 -0.78100 0.27790 -0.35 -0.09 0.73 -0.231
C 4.60530 -0.77360 0.03460 -0.36 -0.20 0.28 -1.228
As 2.69320 -0.31190 0.44740 0.92 0.61 -0.53 1.157
C 2.39260 0.38400 -1.36100 -0.16 0.10 -0.13 -0.319
C 2.96940 1.47330 1.25780 0.05 0.10 -0.15 -1.442
C 2.85350 1.61150 2.77520 0.00 0.02 -0.08 2.601
C 3.37050 3.00720 3.14890 0.00 -0.15 -0.01 -2.088
C 1.37990 1.55850 3.20140 -0.16 -0.05 -0.04 -1.953
As 0.17230 0.13630 2.54070 0.15 0.03 1.20 0.862
C -1.41710 0.81590 3.49130 0.00 -0.10 -0.22 -0.939
C 0.65760 -1.39660 3.67790 0.01 0.11 -0.07 -1.259
C 3.67670 0.54160 3.49320 0.10 -0.16 -0.03 -1.329
As 5.66110 0.75000 3.35420 -0.06 -0.12 0.27 0.250
C 6.11270 -1.08300 3.91810 -0.04 0.05 0.00 -1.191
C 5.96300 1.53930 5.13950 -0.02 -0.01 -0.08 -1.184
H 5.19950 -0.85530 0.94580 -0.09 -0.02 -0.08 0.122
H 5.01610 0.01570 -0.59740 -0.10 0.02 0.09 0.393
H 4.64440 -1.72080 -0.50730 -0.04 0.06 0.07 0.432
H 2.95380 1.31310 -1.47750 -0.01 -0.07 -0.01 0.677
H 1.32690 0.58640 -1.50850 0.30 0.05 -0.04 -0.975
H 2.73560 -0.32720 -2.11500 0.00 -0.03 0.11 0.650
H 2.21220 2.11090 0.78710 0.09 -0.03 -0.05 -0.212
H 3.96360 1.81040 0.94150 -0.11 -0.06 -0.09 0.818
H 2.80870 3.77620 2.62150 -0.05 0.11 -0.06 0.220
H 4.42140 3.10750 2.87430 0.02 0.08 0.00 0.578
H 3.27300 3.18410 4.21760 0.00 0.04 0.17 0.436
H 0.89090 2.47640 2.85390 -0.03 -0.10 0.00 0.157
H 1.30410 1.55000 4.29750 -0.03 -0.05 -0.16 0.640
H -1.39600 0.53880 4.54750 0.13 0.00 -0.11 0.436
H -2.32700 0.42510 3.04050 0.03 -0.01 -0.02 0.018
H -1.43770 1.90350 3.40620 0.05 -0.06 -0.03 0.389
H 0.71690 -1.12840 4.73370 0.00 0.06 -0.05 0.463
H 1.62010 -1.79460 3.34790 -0.12 0.08 0.02 0.208
H -0.08570 -2.18570 3.55150 -0.01 0.09 0.00 0.343
H 3.42240 -0.44080 3.07160 0.11 0.04 0.21 -0.016
H 3.42160 0.52990 4.55660 0.02 -0.10 0.01 0.879
H 5.89850 -1.80950 3.13600 -0.04 0.03 -0.07 0.337
H 5.55970 -1.35740 4.81490 -0.06 0.00 0.04 0.359
H 7.17760 -1.13510 4.14220 0.01 0.05 -0.03 0.415
H 5.72260 2.60070 5.16240 -0.03 0.01 -0.09 0.345
H 7.01210 1.42730 5.41200 0.02 -0.02 -0.08 0.428
H 5.35830 1.02280 5.88440 -0.03 -0.03 0.01 0.363
O -0.27610 1.83750 0.03790 0.15 -0.19 0.57 2.499
As -0.79650 2.91400 -1.08370 0.12 0.77 -0.86 0.095
C -0.43830 4.75580 -0.61360 -0.14 -0.23 -0.15 0.017
C 0.24960 5.09180 0.54130 0.04 -0.44 0.12 -0.020
C 0.48520 6.42500 0.83790 0.03 0.00 0.02 -0.694
C 0.02990 7.41290 -0.01930 0.03 -0.02 0.02 -0.525
C -0.65730 7.07590 -1.17500 -0.05 0.02 -0.10 -0.781
C -0.89440 5.74580 -1.47480 -0.07 -0.12 -0.10 -0.588
C 0.14590 2.60710 -2.76030 -0.26 0.23 0.25 0.055
C -0.28720 1.74060 -3.75190 -0.30 -0.02 0.06 0.272
C 0.52250 1.48540 -4.84850 -0.03 -0.07 -0.02 -1.097
C 1.76840 2.08100 -4.95070 0.03 0.00 0.06 -0.654
C 2.21330 2.93090 -3.94990 0.02 0.05 0.05 -0.737
C 1.40300 3.19480 -2.85930 -0.09 0.26 0.28 -0.804
C -2.73050 2.75190 -1.18350 0.20 -0.10 -0.86 -0.410
C -3.35210 2.93180 0.09500 -0.49 0.28 0.73 -1.181
C -4.68240 2.77480 0.26180 0.53 0.13 0.17 -1.767
C -5.47280 2.11680 -0.74970 -0.31 0.60 -0.17 0.117
C -4.80220 1.90180 -2.12850 -0.32 0.36 0.00 0.064
C -3.44130 2.37680 -2.26910 0.56 0.41 0.09 0.204
H 0.58920 4.29190 1.19380 0.04 0.12 0.03 0.239
H 1.02690 6.69820 1.73020 0.04 -0.02 0.11 0.460
H 0.21270 8.45050 0.21360 0.02 0.10 0.01 0.407
H -1.00120 7.85240 -1.84060 -0.06 0.05 -0.07 0.430
H -1.43180 5.46510 -2.37520 0.00 0.13 -0.02 0.386
H -1.25620 1.26290 -3.67310 0.05 -0.02 -0.05 0.490
H 0.18510 0.81790 -5.62780 -0.07 -0.05 -0.06 0.453
H 2.39700 1.88000 -5.80550 0.03 -0.02 -0.06 0.424
H 3.19250 3.38180 -4.01660 0.05 0.06 -0.01 0.461
H 1.73820 3.85450 -2.06100 0.07 -0.02 -0.19 0.391
H -2.73890 3.34510 0.89120 -0.15 0.01 0.02 0.572
H -5.20340 3.16420 1.12330 0.09 -0.02 0.17 0.481
H -6.55060 2.24070 -0.74470 0.08 -0.25 -0.07 0.567
H -6.11800 0.93180 -3.00350 0.39 0.39 0.04 0.366
H -3.06900 2.45820 -3.28040 0.09 -0.16 -0.05 0.902
Cl -3.86380 -1.69660 -4.11500 0.01 0.01 0.02 -0.205
C -2.51310 -2.02350 -3.09080 0.20 0.03 -0.08 0.268
C -2.67270 -2.82240 -1.95860 0.09 -0.10 0.04 -0.598
C -1.61390 -3.03020 -1.11070 0.02 -0.03 -0.20 -0.840
C -0.33630 -2.43540 -1.34710 -0.05 -0.46 -0.66 0.525
C 0.76990 -2.69630 -0.49410 0.23 -0.67 -0.20 -1.103
C -0.19300 -1.70600 -2.56690 0.10 -0.09 0.16 -0.148
C -1.26050 -1.49960 -3.40750 -0.26 -0.07 -0.07 -1.384
H -3.63200 -3.28060 -1.76800 -0.07 -0.03 0.01 0.597
H -1.73210 -3.67620 -0.25080 -0.01 0.02 0.08 0.475
H 1.76840 -2.63240 -0.92780 -0.23 0.11 0.14 0.538
H 0.65980 -3.46540 0.26570 0.01 0.12 -0.04 0.367
H 0.78590 -1.34470 -2.85880 -0.04 0.04 0.08 0.447
H -1.12920 -0.95850 -4.33230 -0.02 0.02 -0.06 0.974
C -8.67750 -5.64780 0.65270 -0.10 0.05 0.16 -1.268
C -7.59250 -4.81080 0.01140 0.12 0.63 0.47 -0.480
S -7.22640 -3.40680 1.11580 0.80 0.13 -0.67 1.303
O -8.42920 -2.70260 1.44610 -0.47 0.16 -0.19 -0.675
O -6.39460 -3.85690 2.20550 0.20 -0.33 0.09 -0.671
C -6.15390 -2.30300 0.12800 -0.73 -0.66 0.32 -0.148
C -5.75190 -1.11550 0.99680 -0.54 -0.19 0.21 -1.897
N -4.42330 -0.67780 0.63630 0.32 0.27 -0.10 0.958
C -3.27150 -1.19050 1.13180 0.22 0.06 0.01 -0.582
N -2.24060 -0.78480 0.41970 0.21 0.08 0.14 1.492
C -2.72370 -0.02440 -0.59350 -0.62 0.13 -0.35 -0.701
C -4.07980 0.06400 -0.47400 1.00 -0.50 0.08 -0.670
N -5.07750 0.74030 -1.20010 0.63 0.23 0.59 1.945
O -5.57450 1.77520 -3.20930 -0.13 -0.17 -0.40 -0.743
O -6.04180 -0.01640 -1.66740 -1.34 -0.91 -0.52 -0.993
C -3.20130 -2.13790 2.26720 0.00 -0.03 0.07 -1.745
H -8.94340 -6.48930 0.01680 0.04 0.00 -0.04 0.386
H -9.55980 -5.03430 0.81680 -0.11 -0.06 0.02 0.349
H -8.33490 -6.02500 1.61290 -0.05 -0.11 0.07 0.346
H -7.90800 -4.38180 -0.93540 0.00 0.07 -0.13 0.403
H -6.66220 -5.35970 -0.10640 0.14 0.04 -0.05 0.392
H -6.66040 -1.97040 -0.77280 -0.01 -0.10 -0.03 0.673
H -5.28010 -2.90220 -0.12210 0.04 -0.05 -0.06 -0.122
H -5.74900 -1.41960 2.04760 0.09 0.20 -0.09 0.817
H -6.46030 -0.29650 0.86070 0.13 -0.11 0.08 0.205
H -2.06690 0.36010 -1.35230 -0.12 -0.05 0.13 -0.099
H -3.55250 -1.68850 3.19550 -0.03 0.01 0.07 0.440
H -2.16180 -2.44400 2.39700 -0.13 -0.03 -0.04 0.005
H -3.83000 -3.00730 2.07130 0.03 -0.13 0.10 0.464